C4H5N3O2 | ωB97M-V/def2-TZVPD

Results
Net charge ... 0
Energy above the lowest of the compared OMol25 structures with the same formula, charge and spin ... 6.519 eV
Lowest unoccupied orbital energy ... 0.90 eV
Multiplicity ... 1
Kohn-Sham gap ... 0.39569 Ha
SMILES ... O[C@]1(n2cccn2)NO1
Highest occupied orbital energy ... -9.870 eV

The geometry in XYZ format:
```
14
Properties=species:S:1:pos:R:3:nbo_charge:R:1
O 0.56728 -0.39647 -2.25559 -0.3358
O 1.20616 1.75438 -1.34466 -0.7898
N 1.74870 -0.72892 -1.51571 -0.3622
N -0.11019 0.02135 -0.00136 -0.2516
N 0.12919 0.61196 1.16926 -0.2492
C 0.67832 0.17830 -1.07830 0.7954
C -1.60879 -0.74802 1.33430 -0.3300
C -1.13160 -0.86830 0.06675 -0.0186
C -0.79516 0.20344 1.98438 -0.0215
H -2.38085 -1.20243 1.86151 0.2305
H -1.55706 -1.33879 -0.82959 0.2467
H 2.63496 -0.39838 -1.98842 0.3691
H -0.77281 0.60483 3.07316 0.2277
H 1.39183 2.30706 -0.47573 0.4893
```

C10H11O4P | ωB97M-V/def2-TZVPD

Results
Net charge ... 0
Lowest unoccupied orbital energy (alpha / beta) ... -0.44 / -0.45 eV
Multiplicity ... 1
Kohn-Sham gap (alpha / beta) ... 0.29230 / 0.29237 Ha
Highest occupied orbital energy (alpha / beta) ... -8.399 / -8.402 eV

The geometry in XYZ format:
```
26
Properties=species:S:1:pos:R:3:nbo_charge:R:1
P 0.74211 -1.13145 -0.39773 2.0191
O 0.35189 -0.42881 -1.82624 -0.8170
O 2.05430 -1.79791 -0.46997 -1.0317
O 0.25319 2.20758 0.74935 -0.4551
O -0.91797 -2.90452 0.90369 -0.3680
C 0.32641 0.96063 2.63091 -0.4219
C -1.97191 -1.59331 -0.70392 -0.2257
C -0.80455 -1.95062 -0.06520 -0.1603
C 1.48375 0.05164 -2.64790 -0.0570
C 0.30241 1.01471 1.28644 0.1999
C -0.04931 2.28681 2.98085 -0.3002
C -2.98373 -2.30830 0.10067 -0.3132
C 0.01304 3.03223 1.84390 0.0301
C 2.19888 1.25489 -2.08169 -0.6429
C -2.21984 -3.13726 0.96379 0.1266
H 2.15704 -0.79070 -2.82586 0.1971
H -2.61458 -3.73249 1.72911 0.2035
H 2.59023 1.02850 -1.03804 0.2301
H -2.22142 -0.70398 -1.20599 0.2508
H -0.24282 2.78460 3.93898 0.2318
H -0.33406 4.07051 1.52928 0.2112
H 1.48987 2.04953 -2.16336 0.2159
H 0.36752 0.13459 3.25315 0.2329
H 3.00664 1.58678 -2.72365 0.2230
H 1.00836 0.36386 -3.53084 0.1888
H -3.98547 -2.34749 -0.22975 0.2324
```

Number 1: E_tot -12789.355 eV. Number 2: E_tot -28022.665 eV.